No. 1
A cluster of 2 separate species, C2H7N3O in total in a non-equilibrium geometry. Source: the Open Molecules 2025 dataset; level of theory: ωB97M-V with the def2-TZVPD basis set.

## Properties
**HOMO energy**: -19.77 eV
**LUMO level**: -0.320 hartree
**Charge**: +2
**Gap between HOMO and LUMO**: 11.1 eV
**Relative energy (zero: lowest compared OMol25 entry of this formula, charge and spin)**: 0.0 kJ/mol

Geometry (Å):
O  0.40738  1.56534  0.10715
N  3.02091  -1.00918  -0.05341
N  1.45675  0.82694  0.11207
N  -2.82927  0.31080  -0.01975
C  -2.03395  -0.64406  -0.15993
C  2.18877  -0.08997  -0.04591
H  -2.28118  -1.66303  0.19345
H  3.87053  -0.98431  -0.70717
H  -3.72631  0.32164  0.64784
H  -1.13939  -0.61183  -0.83430
H  -2.44396  1.23584  -0.35814
H  0.50514  2.43320  0.47005
H  3.00458  -1.69138  0.64804

No. 2
A cluster of 2 separate species, C6H9N2O2 in total in a non-equilibrium geometry. Source: the Open Molecules 2025 dataset; level of theory: ωB97M-V with the def2-TZVPD basis set.

## Properties
**HOMO energy**: -4.69 eV
**LUMO level**: 0.132 hartree
**Charge**: -1
**Gap between HOMO and LUMO**: 8.3 eV
**Relative energy (zero: lowest compared OMol25 entry of this formula, charge and spin)**: 57.0 kJ/mol

Geometry (Å):
O  -0.95882  3.72866  1.63253
O  -1.01876  1.62183  0.90114
N  0.45076  -2.78696  -0.24942
N  0.12071  -0.64189  0.11623
C  0.15321  -3.03993  -2.66810
C  -0.40047  2.70068  1.19849
C  0.33875  -1.86804  0.69650
C  1.12635  2.69674  1.07185
C  -0.13368  -0.84790  -1.17504
C  0.07711  -2.20707  -1.42173
H  -0.62170  -0.06759  -1.74180
H  0.59472  -1.91742  1.74138
H  1.06635  -2.75738  -3.21188
H  1.43134  1.98131  0.30062
H  0.05593  -4.10217  -2.46861
H  1.57364  2.38219  2.01778
H  1.42654  3.68622  0.71980
H  -0.57794  -2.90405  -3.47456
H  -0.14742  0.22071  0.64738

No. 3
The ion C4H9N2 with charge +1 in a non-equilibrium geometry. Source: the Open Molecules 2025 dataset; level of theory: ωB97M-V with the def2-TZVPD basis set.

## Properties
**SMILES**: C=C=[N+](C)CN
**HOMO energy**: -14.42 eV
**LUMO level**: -0.136 hartree
**Charge**: +1
**Gap between HOMO and LUMO**: 10.7 eV
**Relative energy (zero: lowest compared OMol25 entry of this formula, charge and spin)**: 340.9 kJ/mol

Geometry (Å):
N  0.19383  0.33023  -0.25157
N  -1.91719  -1.07856  0.17500
C  1.14666  -0.53925  -0.26372
C  2.25306  -1.17078  -0.17455
C  0.50437  1.69123  0.19966
C  -1.60176  0.12247  -0.25053
H  -1.60608  -1.96352  -0.35257
H  -0.09570  1.69087  1.09506
H  -2.23433  -1.33525  1.13204
H  0.10333  2.36449  -0.59911
H  -2.03212  0.80998  0.57683
H  2.57649  -1.73587  0.66523
H  2.85361  -1.40396  -1.03445
H  -1.70549  0.37705  -1.28712
H  1.56134  1.84085  0.36983

No. 4
A cluster of 3 separate species, C23H44FIN3O8S in total in a non-equilibrium geometry. Source: the Open Molecules 2025 dataset; level of theory: ωB97M-V with the def2-TZVPD basis set.

## Properties
**HOMO energy**: -11.54 eV
**LUMO level**: -0.122 hartree
**Charge**: +1
**Gap between HOMO and LUMO**: 8.2 eV

Geometry (Å):
I  1.80464  -0.62633  -0.25252
S  -3.17682  -2.05047  -2.34273
F  -3.37129  4.29503  3.69748
O  -2.69774  5.23006  1.83321
O  0.59937  -0.10310  4.79289
O  2.71466  1.17013  -4.74768
O  5.74308  -4.87803  -2.32747
O  0.80529  2.21157  -4.14553
O  6.60853  -2.85651  -1.79894
O  4.75821  -2.93100  -2.90384
O  1.80156  2.52497  -6.15143
N  -2.45560  1.70799  3.60178
N  -4.39274  1.28626  4.91855
N  -3.84955  0.06709  2.99421
C  7.73555  -3.49753  -1.17488
C  -3.03893  -1.56655  -0.59385
C  0.21737  -0.01222  1.03848
C  -1.07350  2.18287  1.51436
C  -0.49725  1.21164  0.47848
C  8.75015  -3.96988  -2.19257
C  1.02393  4.82772  -5.89068
C  5.71585  -3.67712  -2.34258
C  -3.10893  0.46061  1.73567
C  -3.58566  1.04116  3.90549
C  -3.12949  4.27912  2.37014
C  -4.31101  -0.86688  -0.08961
C  1.68963  1.99946  -4.93898
C  3.76127  -3.68714  -3.59692
C  -2.45740  1.82737  2.11234
C  -2.66479  -1.57482  4.54425
C  -3.45196  2.96657  1.72617
C  -4.08161  0.49909  0.55485
C  2.73984  0.57376  -3.45001
C  -0.17917  -1.25879  5.07289
C  -1.23633  -1.55043  3.99513
C  0.78552  3.47256  -6.51981
C  -3.74602  -1.32094  3.50519
H  0.08847  0.50132  4.24966
H  -3.60094  -1.98363  2.65457
H  7.38812  -4.31497  -0.54409
H  1.78975  0.09489  -3.23322
H  0.29410  5.54661  -6.26197
H  -1.16961  3.14618  1.01983
H  -2.73306  -0.89763  5.39690
H  -4.88284  -1.52529  0.56492
H  -2.18888  2.51501  4.15150
H  -3.37545  3.15147  0.65978
H  -1.27952  0.94431  -0.23006
H  0.93723  4.77710  -4.80617
H  -5.04465  0.85914  0.91275
H  0.84761  3.54055  -7.60352
H  -2.81855  -2.46470  -0.02082
H  8.33545  -4.75350  -2.82466
H  2.02432  5.18754  -6.13221
H  3.33509  -4.45493  -2.95534
H  9.05605  -3.14404  -2.83555
H  2.96153  1.32692  -2.69566
H  3.53243  -0.17181  -3.46047
H  -5.34187  0.94986  4.89644
H  -4.49107  2.71001  1.93316
H  -2.16608  -0.92454  -0.51711
H  0.51766  -2.08467  5.18477
H  -2.05715  -1.49470  -2.81273
H  -4.70987  -1.60286  3.92828
H  0.22977  1.77938  -0.09856
H  -4.08652  1.72300  5.77469
H  -1.00433  -2.48842  3.49434
H  -0.41075  -0.89454  1.11584
H  -2.41656  -0.36021  1.57187
H  9.63063  -4.36549  -1.68732
H  -1.15922  -0.74825  3.26436
H  4.18547  -4.14162  -4.49019
H  -0.19601  3.07553  -6.26296
H  -0.37177  2.33616  2.33676
H  -4.95287  -0.69945  -0.95323
H  2.98421  -2.98370  -3.88418
H  8.16851  -2.73511  -0.53075
H  0.64759  0.16671  2.01905
H  -0.67234  -1.12127  6.04006
H  -3.71201  1.18616  -0.20647
H  -2.86075  -2.56984  4.94614

No. 5
An isolated molecule of C25H39N7O in a non-equilibrium geometry. Source: the Open Molecules 2025 dataset; level of theory: ωB97M-V with the def2-TZVPD basis set.

## Properties
**SMILES**: C[C@@H]1CCCN(CCCNC(=O)[C@H]2CCCN(c3ncnc4c3nc3n4CCCCC3)C2)C1
**HOMO energy**: -7.68 eV
**LUMO level**: 0.028 hartree
**Gap between HOMO and LUMO**: 8.4 eV
**Relative energy (zero: lowest compared OMol25 entry of this formula, charge and spin)**: 17.2 kJ/mol

Geometry (Å):
O  -4.75607  -2.06191  0.45391
N  0.38209  3.39472  -0.69724
N  2.11962  1.94110  2.03807
N  -2.77253  -3.12723  0.33795
N  2.29304  3.72405  0.40526
N  0.11728  0.67936  1.80504
N  -0.22391  -4.19802  0.33268
N  -1.52235  1.08082  0.23487
C  1.45995  4.12292  -0.60580
C  1.27566  -2.30094  0.72370
C  -2.29094  -0.03143  0.74637
C  1.27613  0.98052  2.36067
C  3.37014  5.77152  1.24432
C  0.39438  -4.45621  -0.95744
C  -3.82511  0.01919  -1.23979
C  1.89250  -2.48739  -0.65734
C  -2.08920  -4.97733  1.76891
C  -3.52927  1.51102  -1.06521
C  1.88315  6.59277  -0.68700
C  -3.21626  -4.36154  0.94375
C  -0.89321  -5.36716  0.89400
C  1.68416  2.66076  1.00064
C  -2.85866  -0.84629  -0.41957
C  3.53823  4.31536  0.80906
C  3.19869  6.74328  0.07676
C  0.74801  -3.62890  1.25391
C  1.47098  -3.40676  -2.97054
C  -3.57583  -2.06902  0.16134
C  -0.33180  1.39976  0.76165
C  1.77162  5.28318  -1.47704
C  0.48303  2.45621  0.30182
C  0.87869  -3.14909  -1.58900
C  -2.03069  1.75299  -0.94294
H  1.04345  6.66460  0.00751
H  -4.02297  1.89180  -0.17040
H  2.70780  5.10130  -2.01351
H  -1.51732  1.37522  -1.83800
H  -3.74974  -0.25557  -2.29335
H  3.25015  7.76132  0.47036
H  -3.53042  -5.06760  0.16340
H  1.80170  7.42362  -1.39129
H  -0.19056  -5.98182  1.48016
H  0.01525  -2.48229  -1.69216
H  -1.77690  -4.26794  2.53577
H  -2.46301  -5.87256  2.26765
H  -1.25950  -5.98373  0.06884
H  -3.91510  2.06997  -1.91794
H  4.25857  4.25302  -0.01553
H  0.45702  -1.58254  0.66876
H  0.26271  -3.46888  2.21858
H  1.59167  -4.32652  1.40820
H  1.24704  -5.15242  -0.86532
H  3.90180  3.70903  1.64246
H  4.25960  6.05929  1.80827
H  1.80926  -2.47473  -3.41695
H  0.96638  5.35889  -2.20817
H  -1.77719  -3.12067  0.11649
H  -1.80573  2.81898  -0.86710
H  1.56819  0.35310  3.19352
H  -1.62780  -0.63085  1.37300
H  2.77956  -3.12194  -0.58235
H  2.51147  5.84375  1.91531
H  2.01499  -1.90215  1.41948
H  -4.84285  -0.19802  -0.90872
H  -4.08774  -4.13864  1.56579
H  -2.02332  -1.18467  -1.04010
H  2.20294  -1.52223  -1.06170
H  0.73095  -3.85584  -3.62933
H  -3.11669  0.32841  1.37114
H  -0.35102  -4.91919  -1.61043
H  4.03381  6.61942  -0.61804
H  2.32202  -4.08118  -2.90013

No. 6
A cluster of 2 separate species, C4H12N3O in total in a non-equilibrium geometry. Source: the Open Molecules 2025 dataset; level of theory: ωB97M-V with the def2-TZVPD basis set.

## Properties
**HOMO energy**: -12.93 eV
**LUMO level**: -0.113 hartree
**Charge**: +1
**Gap between HOMO and LUMO**: 9.9 eV
**Relative energy (zero: lowest compared OMol25 entry of this formula, charge and spin)**: 344.5 kJ/mol

Geometry (Å):
O  -0.31238  0.33553  -1.06442
N  -2.37776  -1.02498  1.30600
N  -0.24717  1.48937  2.33734
N  -1.39929  -0.07959  1.22855
C  1.66803  -0.60555  -0.32275
C  -1.05229  0.47794  2.36418
C  0.95684  -0.20458  -1.31595
C  1.51588  -0.26678  -2.71855
H  1.21660  -0.58116  0.72137
H  0.29281  1.77140  1.51241
H  -1.54841  0.12296  3.38525
H  -2.45098  -1.37987  2.26697
H  2.56288  -0.47770  -2.60820
H  2.64149  -1.08652  -0.38113
H  -0.87760  0.22364  0.38880
H  -0.76422  0.43086  -1.99427
H  -0.20218  2.19991  3.08224
H  1.18951  -1.23860  -3.26072
H  -2.29716  -1.59367  0.51425
H  1.10061  0.51969  -3.28049

No. 7
A structure of composition C27H42FeN2OP2S2 in a non-equilibrium geometry. Source: the Open Molecules 2025 dataset; level of theory: ωB97M-V with the def2-TZVPD basis set.

## Properties
**HOMO energy (spin up / spin down)**: -13.76 / -13.82 eV
**LUMO level (spin up / spin down)**: -0.257 / -0.260 hartree
**Charge**: +2
**Spin multiplicity**: 5
**Gap between HOMO and LUMO (spin up / spin down)**: 6.8 / 6.7 eV
**Relative energy (zero: lowest compared OMol25 entry of this formula, charge and spin)**: 0.0 kJ/mol

Geometry (Å):
Fe  -1.71439  -0.20730  -0.29292
S  0.39967  -0.90431  -1.07783
S  -0.57304  1.55740  0.58362
P  -3.44216  -2.59333  1.67981
P  -2.87792  0.24838  -2.20836
O  -2.70043  -1.53294  0.88315
N  2.81193  0.18072  -0.94723
N  1.87669  2.50573  0.27100
C  2.56592  2.49507  3.18650
C  3.18188  -3.17262  -0.60269
C  3.70588  -4.19601  0.16715
C  3.76225  1.12229  -0.38761
C  1.05189  1.48109  0.06726
C  3.92412  -2.02234  -0.83748
C  3.16246  2.51773  -0.39640
C  3.46011  2.43913  4.23959
C  5.20023  -1.90907  -0.29792
C  3.52870  4.57797  2.47567
C  -3.99242  -0.96228  -3.05101
C  -2.33203  1.32105  -4.83779
C  1.51713  0.30490  -0.65061
C  2.58976  3.56964  2.30414
C  -3.54153  -4.11439  0.67942
C  -5.24271  -1.30036  -2.24972
C  -4.40894  1.76378  -0.43804
C  -5.12108  -2.00418  2.08632
C  -2.55711  -2.93291  3.22863
C  1.59636  3.60717  1.16641
C  3.35367  -0.92618  -1.71343
C  -3.93637  1.73046  -1.89235
C  -1.71700  0.78262  -3.54953
C  4.97050  -4.07397  0.71591
C  4.38725  3.45460  4.41673
C  5.71832  -2.93276  0.47616
C  4.41985  4.52306  3.53514
H  3.13673  -5.09814  0.31745
H  -2.56268  -2.03114  3.83887
H  3.82817  3.21368  0.11528
H  -2.77626  0.52769  -5.43178
H  -3.04871  -3.73838  3.76642
H  -5.13508  -1.55564  3.07669
H  -1.08368  1.55109  -3.08926
H  -3.45442  -3.84261  -0.37123
H  5.08304  3.41415  5.24039
H  -4.26367  -0.52708  -4.01673
H  1.83987  1.70517  3.05245
H  3.43186  1.60709  4.92611
H  -4.84659  2.73112  -0.21102
H  4.66775  1.10332  -0.99519
H  -3.40909  -1.86824  -3.23860
H  -5.42158  -1.25644  1.35555
H  4.14345  -0.52021  -2.35144
H  -3.57233  1.59549  0.25164
H  5.80845  -1.03769  -0.49737
H  6.71767  -2.84897  0.87381
H  3.02410  2.85509  -1.43055
H  1.68119  4.54598  0.61506
H  3.55225  5.41435  1.79209
H  -4.98625  -1.74989  -1.29058
H  4.01572  0.82537  0.63801
H  -4.48389  -4.62880  0.83988
H  -5.16234  1.00420  -0.24945
H  -5.85378  -2.00405  -2.81055
H  -2.72804  -4.78805  0.93748
H  2.55926  -1.33308  -2.34203
H  5.13489  5.32022  3.67022
H  -3.08409  2.08215  -4.64636
H  -1.52889  -3.21277  3.00885
H  -5.82937  -2.82661  2.07340
H  -5.84985  -0.41702  -2.06686
H  -1.54231  1.77317  -5.43342
H  5.38383  -4.87238  1.31038
H  2.20325  -3.28169  -1.04423
H  -1.07682  -0.07664  -3.77341
H  -3.32660  2.61240  -2.10729
H  -4.78899  1.72883  -2.57549
H  0.57639  3.50716  1.54114

No. 8
A cluster of 2 separate species, C3H2BrClO in total in a non-equilibrium geometry. Source: the Open Molecules 2025 dataset; level of theory: ωB97M-V with the def2-TZVPD basis set.

## Properties
**HOMO energy (spin up / spin down)**: -9.21 / -8.46 eV
**LUMO level (spin up / spin down)**: -0.005 / -0.057 hartree
**Gap between HOMO and LUMO (spin up / spin down)**: 9.1 / 6.9 eV
**Relative energy (zero: lowest compared OMol25 entry of this formula, charge and spin)**: 587.7 kJ/mol

Geometry (Å):
Br  0.55687  -1.04921  -1.98755
Cl  -0.92851  -2.44156  0.66115
O  0.63677  2.02236  -1.46187
C  0.47939  1.35930  -0.41180
C  0.25577  0.05673  -0.61800
C  -0.44480  -1.07161  1.19626
H  0.07150  1.76257  0.52312
H  -0.62699  -0.63859  2.09869

Number 1: E_tot -8683.488 eV. Number 2: E_tot -13445.173 eV. Number 3: E_tot -7264.609 eV. Number 4: E_tot -67062.836 eV. Number 5: E_tot -39039.000 eV. Number 6: E_tot -10851.522 eV. Number 7: E_tot -108333.967 eV. Number 8: E_tot -87748.673 eV.